{"formula": "C72H152N8O8", "method": "wB97M-V/def2-TZVPD", "charge": 0, "orbital_gap_ev": 8.49, "relative_energy_ev": 6.9170, "e_homo_ev": -8.0, "smiles": "CC1(C)CCCC(C)(C)N1O.CC1(C)CCCC(C)(C)N1O.CC1(C)CCCC(C)(C)N1O.CC1(C)CCCC(C)(C)N1O.CC1(C)CCCC(C)(C)N1O.CC1(C)CCCC(C)(C)N1O.CC1(C)CCCC(C)(C)N1O.CC1(C)CCCC(C)(C)N1O", "symbols": ["C", "C", "C", "C", "C", "C", "C", "C", "C", "N", "O", "H", "H", "H", "H", "H", "H", "H", "H", "H", "H", "H", "H", "H", "H", "H", "H", "H", "H", "H", "C", "C", "C", "C", "C", "C", "C", "C", "C", "N", "O", "H", "H", "H", "H", "H", "H", "H", "H", "H", "H", "H", "H", "H", "H", "H", "H", "H", "H", "H", "C", "C", "C", "C", "C", "C", "C", "C", "C", "N", "O", "H", "H", "H", "H", "H", "H", "H", "H", "H", "H", "H", "H", "H", "H", "H", "H", "H", "H", "H", "C", "C", "C", "C", "C", "C", "C", "C", "C", "N", "O", "H", "H", "H", "H", "H", "H", "H", "H", "H", "H", "H", "H", "H", "H", "H", "H", "H", "H", "H", "C", "C", "C", "C", "C", "C", "C", "C", "C", "N", "O", "H", "H", "H", "H", "H", "H", "H", "H", "H", "H", "H", "H", "H", "H", "H", "H", "H", "H", "H", "C", "C", "C", "C", "C", "C", "C", "C", "C", "N", "O", "H", "H", "H", "H", "H", "H", "H", "H", "H", "H", "H", "H", "H", "H", "H", "H", "H", "H", "H", "C", "C", "C", "C", "C", "C", "C", "C", "C", "N", "O", "H", "H", "H", "H", "H", "H", "H", "H", "H", "H", "H", "H", "H", "H", "H", "H", "H", "H", "H", "C", "C", "C", "C", "C", "C", "C", "C", "C", "N", "O", "H", "H", "H", "H", "H", "H", "H", "H", "H", "H", "H", "H", "H", "H", "H", "H", "H", "H", "H"], "xyz": [[-25.9736, -14.0650, -5.3896], [-26.2607, -12.6778, -4.7133], [-25.1138, -12.2117, -3.7771], [-26.3085, -11.5743, -5.7992], [-27.5710, -11.6172, -6.6892], [-28.8962, -11.8379, -5.8312], [-28.8574, -12.8943, -4.7000], [-29.9963, -12.6191, -3.7096], [-29.1735, -14.2636, -5.3326], [-27.5487, -12.6722, -3.9585], [-27.4608, -13.4346, -2.8389], [-24.9146, -14.1463, -5.6345], [-26.2969, -14.8410, -4.6957], [-26.5215, -14.0796, -6.3318], [-25.2522, -11.1794, -3.4555], [-25.0357, -12.8411, -2.8907], [-24.1290, -12.3518, -4.2227], [-26.2315, -10.5483, -5.4394], [-25.5131, -11.7787, -6.5159], [-27.7224, -10.7037, -7.2644], [-27.5012, -12.4249, -7.4178], [-29.6924, -12.1108, -6.5238], [-29.1091, -10.8225, -5.4971], [-29.9659, -13.3318, -2.8854], [-31.0095, -12.7012, -4.1032], [-30.0520, -11.6679, -3.1802], [-30.2348, -14.3013, -5.5779], [-29.0666, -15.0962, -4.6373], [-28.6873, -14.4276, -6.2942], [-27.3195, -12.7437, -2.1875], [-18.3060, -23.2765, -1.2517], [-18.8420, -21.9283, -1.8345], [-20.4123, -21.9462, -1.5665], [-18.2323, -20.7034, -1.0523], [-16.7917, -20.2516, -1.4281], [-16.7364, -20.0101, -2.9659], [-17.2555, -21.2757, -3.7548], [-17.3990, -20.7807, -5.2350], [-16.1326, -22.3730, -3.7472], [-18.5965, -21.7331, -3.2737], [-19.1346, -22.7850, -4.0829], [-18.6419, -24.1871, -1.7478], [-17.2181, -23.2738, -1.3181], [-18.5936, -23.2799, -0.2003], [-20.7837, -22.2409, -0.5850], [-20.9612, -21.0370, -1.8114], [-21.0308, -22.5844, -2.1976], [-18.8438, -19.8074, -1.1592], [-18.1922, -21.0165, -0.0090], [-16.6607, -19.3487, -0.8317], [-16.1053, -21.0021, -1.0360], [-15.6911, -19.8325, -3.2185], [-17.2426, -19.0795, -3.2228], [-18.2199, -20.0691, -5.3229], [-17.7189, -21.5920, -5.8889], [-16.4739, -20.3459, -5.6135], [-15.2652, -22.1727, -4.3762], [-16.4498, -23.3766, -4.0302], [-15.5791, -22.3586, -2.8083], [-18.7501, -23.5268, -3.6101], [-24.5059, -14.7840, -10.4795], [-25.8913, -15.3047, -11.0449], [-26.7064, -14.0651, -11.5209], [-25.4410, -16.1894, -12.2554], [-26.5522, -17.1480, -12.6796], [-26.8254, -18.0510, -11.5162], [-27.3496, -17.2553, -10.2830], [-28.8064, -16.9627, -10.5340], [-27.3504, -18.3202, -9.1034], [-26.4651, -16.1003, -9.9551], [-26.7968, -15.3893, -8.8342], [-23.7780, -14.3741, -11.1798], [-24.5118, -14.1103, -9.6226], [-23.9732, -15.6362, -10.0576], [-26.0774, -13.4107, -12.1244], [-27.5312, -14.4343, -12.1304], [-27.1200, -13.4359, -10.7327], [-25.3212, -15.5769, -13.1490], [-24.4604, -16.6558, -12.1606], [-27.4993, -16.6912, -12.9667], [-26.3399, -17.7070, -13.5910], [-25.8858, -18.5608, -11.3029], [-27.4688, -18.8473, -11.8905], [-29.1500, -16.5657, -9.5788], [-29.5143, -17.7708, -10.7181], [-29.0948, -16.2301, -11.2879], [-27.7279, -19.2926, -9.4195], [-27.8465, -17.9733, -8.1969], [-26.3201, -18.5400, -8.8237], [-26.0405, -15.4763, -8.2493], [-15.9010, -17.2181, -13.3596], [-16.7710, -16.0736, -12.7166], [-15.8210, -15.3174, -11.7216], [-17.0853, -15.0740, -13.8936], [-18.0163, -13.9409, -13.4638], [-19.3205, -14.3374, -12.8050], [-19.0985, -15.3756, -11.6770], [-18.8603, -14.5294, -10.3265], [-20.4477, -16.0553, -11.3805], [-18.0679, -16.3896, -12.0764], [-17.9139, -17.3320, -11.0335], [-15.2369, -16.8821, -14.1559], [-15.3959, -17.7945, -12.5845], [-16.5516, -17.8753, -13.9364], [-16.2665, -14.5807, -11.0531], [-15.2444, -16.1026, -11.2326], [-14.9856, -14.8420, -12.2357], [-16.3808, -14.7618, -14.6645], [-17.7492, -15.6575, -14.5314], [-17.4560, -13.3723, -12.7216], [-18.2393, -13.2774, -14.2994], [-19.9826, -14.7512, -13.5656], [-19.8065, -13.4793, -12.3408], [-19.7866, -14.1993, -9.8564], [-18.2580, -13.6292, -10.4491], [-18.4614, -15.2100, -9.5744], [-21.2752, -15.4822, -10.9622], [-20.4393, -16.8870, -10.6760], [-20.7363, -16.5884, -12.2864], [-18.2401, -18.1618, -11.3894], [-27.1771, -21.1673, -7.3218], [-26.4436, -22.2648, -6.4303], [-25.7928, -23.3319, -7.4082], [-25.3226, -21.6324, -5.5758], [-24.6700, -22.5097, -4.5691], [-25.6670, -23.0637, -3.5974], [-26.8300, -23.8291, -4.3387], [-26.3760, -25.2926, -4.7943], [-27.9334, -24.1997, -3.2357], [-27.3833, -22.8557, -5.4464], [-28.5570, -23.2837, -5.9685], [-26.4967, -20.3945, -7.6794], [-27.6081, -21.6043, -8.2225], [-27.9888, -20.6966, -6.7671], [-25.2699, -22.8836, -8.2530], [-25.0192, -23.8503, -6.8417], [-26.6020, -23.9270, -7.8315], [-24.5070, -21.1374, -6.1028], [-25.8349, -20.7905, -5.1099], [-24.1441, -23.3265, -5.0633], [-23.9533, -21.9312, -3.9863], [-26.1053, -22.1731, -3.1472], [-25.1811, -23.6976, -2.8556], [-27.0845, -25.7541, -5.4822], [-26.4121, -26.0371, -3.9990], [-25.3250, -25.2697, -5.0826], [-27.4011, -24.7018, -2.4278], [-28.6585, -24.9661, -3.5095], [-28.3459, -23.2768, -2.8282], [-28.3082, -23.9077, -6.6543], [-21.9449, -17.6144, -14.3095], [-21.0538, -18.5931, -15.1055], [-21.0512, -18.2638, -16.5981], [-19.6497, -18.4800, -14.4619], [-19.5059, -19.2398, -13.1091], [-19.7923, -20.7100, -13.2277], [-21.2007, -20.9610, -13.9265], [-21.2299, -22.4196, -14.4500], [-22.2049, -20.8848, -12.7356], [-21.5059, -20.0093, -15.0290], [-22.8090, -20.1580, -15.5998], [-22.9072, -17.3810, -14.7651], [-22.0594, -18.0468, -13.3156], [-21.3872, -16.6781, -14.2856], [-20.6472, -17.2797, -16.8354], [-20.3654, -19.0137, -16.9923], [-22.0779, -18.2106, -16.9603], [-18.9326, -18.9463, -15.1375], [-19.3308, -17.4383, -14.4261], [-18.4967, -19.2088, -12.6985], [-20.2360, -18.7835, -12.4407], [-19.8429, -21.1019, -12.2118], [-19.0780, -21.2822, -13.8197], [-21.0908, -23.1600, -13.6622], [-20.4202, -22.5030, -15.1749], [-22.1982, -22.6678, -14.8846], [-23.1644, -20.8827, -13.2527], [-22.2675, -19.9953, -12.1086], [-22.0953, -21.7023, -12.0230], [-22.6945, -20.3574, -16.5318], [-24.5410, -17.6482, -6.6725], [-23.0186, -18.1393, -6.6350], [-22.1018, -16.8550, -6.6551], [-22.7918, -18.9226, -5.2991], [-21.4452, -19.6762, -5.1608], [-21.4486, -20.7690, -6.2619], [-21.7228, -20.1925, -7.6822], [-20.3185, -19.6680, -8.2723], [-22.1632, -21.3968, -8.5482], [-22.7051, -19.0844, -7.6928], [-22.8879, -18.4980, -8.9441], [-24.7764, -16.7587, -6.0882], [-24.7821, -17.3839, -7.7022], [-25.2817, -18.3992, -6.3978], [-22.5920, -16.0935, -7.2618], [-22.0552, -16.3728, -5.6787], [-21.1184, -17.0824, -7.0666], [-22.9955, -18.1731, -4.5344], [-23.5986, -19.6430, -5.1646], [-20.6565, -18.9256, -5.2135], [-21.3700, -20.2116, -4.2144], [-22.1988, -21.5386, -6.0803], [-20.5009, -21.3058, -6.3019], [-20.4018, -19.2297, -9.2669], [-19.6460, -20.5203, -8.3690], [-19.7811, -18.9760, -7.6240], [-22.0664, -21.1615, -9.6081], [-23.1985, -21.6859, -8.3671], [-21.5756, -22.2602, -8.2364], [-23.7107, -18.9467, -9.1521], [-19.5337, -14.3586, -5.5440], [-18.7817, -14.4587, -4.2194], [-17.3474, -15.0312, -4.4957], [-18.6562, -12.9884, -3.6634], [-18.3348, -12.9000, -2.1231], [-19.3083, -13.7295, -1.3677], [-19.3709, -15.3038, -1.7726], [-18.1418, -16.0516, -1.2787], [-20.7041, -15.9108, -1.0896], [-19.5805, -15.2457, -3.2701], [-19.8387, -16.5200, -3.7361], [-19.8956, -15.2921, -5.9750], [-20.3747, -13.6687, -5.4734], [-18.9356, -13.8330, -6.2884], [-16.6617, -14.8388, -3.6705], [-17.3555, -16.1210, -4.5129], [-16.9133, -14.5938, -5.3948], [-17.8630, -12.4276, -4.1578], [-19.5747, -12.4175, -3.7996], [-17.3454, -13.1569, -1.7447], [-18.4103, -11.8680, -1.7804], [-20.2350, -13.1556, -1.3675], [-18.8391, -13.6300, -0.3889], [-18.3797, -16.3939, -0.2716], [-17.2798, -15.3848, -1.2986], [-17.8620, -16.8501, -1.9659], [-20.9462, -16.9396, -1.3562], [-21.5286, -15.2782, -1.4185], [-20.7498, -15.7052, -0.0201], [-20.6161, -16.3383, -4.2692]], "forces_ev_per_a": [[-0.095, 1.258, 0.490], [0.174, 0.507, -0.420], [-0.262, -1.053, 0.423], [-1.195, -0.398, -1.310], [-1.251, -1.250, 1.128], [1.169, 0.644, -0.894], [0.290, 1.138, -0.078], [-0.519, -0.085, 1.102], [-0.131, -0.187, 0.057], [-0.598, 1.581, -2.931], [0.170, -1.153, 1.534], [0.089, -0.149, 0.158], [0.121, -0.210, -0.269], [-0.130, -0.392, 0.125], [-0.002, -0.015, -0.107], [-0.273, -0.037, 0.175], [-0.121, 0.332, -0.485], [0.284, -0.212, 0.510], [0.564, 0.255, 0.326], [0.230, 0.061, 0.067], [0.131, -0.117, -0.081], [-0.129, 0.003, 0.017], [-0.322, -0.175, 0.691], [0.118, -0.326, -0.101], [0.188, -0.265, -0.659], [0.811, 0.437, -0.369], [-0.153, 0.331, 0.019], [0.545, -0.036, -0.048], [0.407, -0.191, 0.254], [-0.062, -0.370, 0.585], [0.633, 1.086, -0.154], [-1.297, -0.082, 0.293], [-0.604, 0.219, -0.802], [0.529, -0.667, -0.401], [-1.615, -0.446, -0.376], [0.244, -1.157, 1.366], [0.801, 0.533, -1.228], [-0.868, -0.625, 0.456], [0.402, 0.480, 0.536], [0.105, 1.614, -0.103], [0.789, 0.616, 1.014], [-0.371, 0.092, 0.033], [0.116, -0.085, 0.157], [0.019, -0.363, -0.057], [0.836, 0.127, 0.441], [0.732, 0.784, 0.220], [0.824, -0.804, -0.490], [-0.449, -0.279, -0.019], [-0.357, 0.212, 0.172], [0.423, 0.172, -0.265], [0.353, 0.028, -0.420], [0.070, -0.204, -0.389], [-0.499, -0.240, -0.067], [0.113, 0.342, 0.244], [0.323, -0.239, -0.006], [-0.007, -0.041, 0.150], [-0.433, 0.507, -0.795], [-0.258, 0.034, 0.263], [-0.576, -0.526, 0.581], [-0.118, -0.968, -0.442], [0.271, -0.605, 0.697], [2.387, 1.570, 0.373], [-0.151, -0.827, -0.112], [-1.687, 0.667, -1.121], [0.074, -0.259, 0.080], [0.807, 0.023, -0.163], [-0.124, -2.391, 0.217], [-1.516, 1.437, 0.885], [0.949, 0.851, -0.457], [0.411, -2.496, -2.361], [-0.963, 0.781, 0.524], [-0.509, 0.212, -0.529], [-0.680, 0.429, -0.125], [-0.059, -0.480, -0.090], [0.063, -0.172, -0.136], [-0.162, 0.244, -0.139], [0.093, -0.356, 0.308], [0.248, 0.795, 0.271], [-0.239, -0.380, 0.615], [0.055, 0.807, 0.201], [0.617, -0.205, 0.088], [0.227, -0.016, 0.437], [-0.648, 0.047, 0.772], [-0.369, 0.415, 0.025], [0.696, -0.708, -0.016], [0.605, 0.265, -0.140], [-0.498, 0.281, -0.166], [-0.203, 0.025, -0.125], [0.213, 0.227, -0.010], [0.175, -0.155, 0.213], [-1.919, -0.265, 0.406], [1.811, 3.098, -0.481], [0.785, -0.991, -0.496], [-2.996, -1.219, -0.218], [0.919, 0.883, 0.610], [0.499, -1.243, 0.013], [-0.543, 1.574, 1.611], [0.553, -0.983, -0.374], [0.054, -1.881, -0.681], [-0.882, -0.636, -0.776], [0.689, 0.498, 0.422], [0.318, 0.594, 0.591], [0.133, -0.015, -0.216], [-0.316, -0.359, 0.255], [-0.104, -0.413, 0.019], [-0.446, 0.095, 1.027], [-0.266, 0.423, -0.555], [0.979, 0.054, 0.999], [-0.247, -0.555, -0.342], [0.069, 0.529, -0.009], [0.176, 0.068, -0.070], [-0.199, -0.120, -0.036], [-0.061, 0.050, -0.214], [-0.338, -0.003, -0.559], [0.347, -0.206, -0.022], [0.536, 0.117, -0.010], [0.292, 0.750, -0.594], [0.820, 0.009, 0.424], [-0.438, 0.405, -0.127], [-0.190, 0.013, -0.128], [0.250, -0.910, 0.878], [0.873, -0.165, -1.244], [-0.431, 1.053, 0.829], [-0.695, 1.261, -0.555], [0.251, -0.627, 0.441], [-1.334, -0.353, -0.955], [-0.689, -1.058, 0.546], [0.152, 1.080, 0.209], [1.155, 0.945, -0.632], [2.229, 0.052, 2.781], [-0.955, -0.517, -0.781], [0.276, -0.159, 0.315], [-0.093, -0.236, 0.079], [0.080, 0.027, 0.100], [-0.181, 0.391, 0.007], [-0.431, -0.648, -0.259], [0.303, -0.586, 0.073], [-0.318, -0.237, -0.993], [0.022, 0.123, 0.590], [0.326, 0.005, -0.032], [0.340, 0.032, -0.187], [-0.268, -0.218, 0.532], [-0.250, -0.067, 0.098], [0.334, 0.395, -0.730], [-0.001, 0.485, 0.646], [-0.207, -0.254, -0.754], [0.350, 0.253, 0.106], [-0.295, 0.557, -0.573], [-0.485, -0.183, -0.096], [-0.313, -0.605, -0.454], [0.282, -0.257, -0.479], [-0.688, -0.012, 1.058], [0.639, 0.461, 0.703], [0.645, -1.286, -0.386], [-0.304, 0.701, -0.955], [-1.607, -0.124, -1.633], [-0.094, -0.025, 2.121], [-0.081, 0.754, -0.072], [-1.060, 0.314, -0.947], [1.294, -0.373, -0.513], [-0.017, 0.052, 1.294], [-0.112, -0.414, 0.021], [-0.280, 0.461, 0.091], [-0.174, 0.116, 0.325], [0.259, 0.131, 0.325], [-0.506, -0.040, -0.830], [0.173, -0.627, -0.304], [0.131, -0.189, -0.305], [-0.247, 0.031, 0.379], [0.086, 0.622, -0.149], [0.261, -0.085, 0.501], [-0.014, -0.415, -0.176], [0.526, 0.320, 0.134], [0.274, 0.243, 0.217], [-0.168, -0.276, -0.204], [0.062, 0.183, -0.293], [-0.488, -0.509, 0.461], [0.690, 0.450, -0.251], [-0.093, -0.300, -0.369], [0.449, -0.181, -0.062], [0.819, -0.531, -0.777], [0.354, -0.053, 1.496], [-0.995, -0.464, -0.404], [-0.333, 0.280, 0.069], [-1.285, -0.133, -0.693], [0.086, 1.351, -0.378], [1.865, 0.859, -0.366], [-0.649, -0.796, 0.346], [-0.264, 0.712, 0.187], [-0.825, -0.852, 1.322], [-0.007, -0.353, -0.605], [0.532, 0.011, 0.314], [0.106, 0.119, -0.193], [0.282, -0.361, 0.168], [0.210, -0.021, -0.429], [0.162, -0.282, 0.242], [0.022, 0.123, 0.173], [0.426, -0.021, 0.391], [-0.069, -0.070, -0.208], [0.443, -0.368, -0.215], [0.006, 0.349, 0.223], [-0.260, 0.157, 0.442], [0.108, 0.072, -0.009], [-0.302, 0.118, 0.055], [-0.013, -0.227, -0.049], [-0.339, 0.191, 0.180], [0.171, -0.257, -0.049], [-0.197, 0.245, 0.165], [0.279, 0.028, -0.424], [-0.243, 0.379, -0.922], [-0.360, 0.662, -0.389], [1.188, 0.756, 0.424], [-0.395, -0.060, 0.863], [1.041, -0.269, 1.392], [0.113, -0.117, -1.673], [0.431, -1.205, 1.049], [-1.805, 2.097, -0.391], [0.049, 0.483, -0.565], [0.588, 1.572, -1.122], [-0.318, 1.327, 1.930], [0.063, -0.996, -0.730], [0.300, -0.046, 0.089], [-0.422, -0.254, 0.429], [0.444, -0.353, -0.068], [-0.039, 0.446, 0.174], [-0.261, -0.065, -0.612], [-0.071, -0.221, -0.043], [-0.023, -0.244, -0.544], [-0.203, -0.243, -0.121], [0.497, -0.353, -0.968], [-0.309, 0.198, -0.208], [-0.554, -0.840, 0.003], [-0.815, -0.596, 0.770], [0.518, -0.213, -0.053], [0.107, 0.044, 0.370], [-0.340, -0.391, 0.241], [0.382, 0.016, 0.167], [-0.136, -0.105, -0.518], [0.668, -0.491, 0.184], [-0.281, -0.648, -0.124]], "mulliken_charge": [-1.297, 1.703, -2.197, -1.055, 0.002, -1.397, 1.783, -2.006, -1.690, 0.243, -0.447, 0.476, 0.386, -0.297, 0.452, 0.495, 0.377, 0.453, 0.310, 0.527, -0.370, 0.433, 0.399, 0.435, 0.394, 0.409, 0.490, 0.350, 0.221, 0.384, -1.759, 1.274, -2.000, -1.195, -0.668, -1.081, 1.699, -1.998, -1.873, 0.981, -0.404, 0.404, 0.392, 0.467, 0.446, 0.252, 0.537, 0.328, 0.390, 0.456, 0.400, 0.459, -0.054, 0.199, 0.436, 0.526, 0.451, 0.291, 0.385, 0.286, -1.870, 1.978, -1.893, -1.143, -0.994, -1.305, 1.678, -1.943, -1.336, 0.555, -0.124, 0.524, 0.336, 0.185, 0.478, 0.394, 0.208, 0.399, 0.154, 0.351, 0.527, 0.191, 0.585, 0.417, 0.407, 0.328, 0.522, 0.391, -0.291, 0.210, -1.564, 1.193, -1.674, -0.971, -1.019, -0.997, 1.761, -2.051, -1.799, 1.477, -0.657, 0.353, 0.375, 0.233, 0.260, 0.358, 0.425, 0.511, 0.103, 0.316, 0.481, 0.204, 0.499, 0.416, 0.322, 0.502, 0.503, 0.423, -0.289, 0.244, -1.488, 1.840, -1.477, -0.012, -0.772, -1.435, 1.193, -1.712, -1.759, 0.169, -0.481, -0.027, 0.490, 0.469, 0.357, 0.293, 0.427, -0.626, 0.441, 0.260, 0.334, 0.391, 0.474, 0.381, 0.472, 0.312, 0.429, 0.354, 0.435, 0.372, -1.129, 1.842, -2.101, -1.282, 1.483, -2.209, 1.691, -1.914, -1.888, 0.491, -0.544, 0.517, -0.169, 0.221, 0.333, 0.484, 0.499, 0.733, -0.292, 0.511, -0.631, 0.442, 0.389, 0.326, 0.496, 0.386, 0.493, 0.134, 0.470, 0.336, -0.613, 2.071, -2.147, -1.292, 0.590, -1.712, 2.470, -1.958, -1.851, 0.447, 0.495, 0.276, -0.395, 0.004, 0.292, 0.592, 0.146, 0.804, -0.287, -0.213, -0.180, 0.068, 0.663, 0.100, 0.600, 0.179, 0.049, 0.219, 0.496, 0.061, -2.297, 1.948, -1.734, -1.201, -0.878, -1.049, 1.351, -1.175, -1.900, -0.277, 0.296, 0.506, 0.396, 0.545, 0.341, 0.195, 0.485, 0.421, 0.475, 0.406, 0.390, 0.383, 0.372, 0.545, 0.296, -0.156, 0.241, 0.440, 0.504, 0.083]}